Run 1
C22H19NO4RuS4 as an isolated structure, computed with the ωB97M-V functional and the def2-TZVPD basis.

Properties
- LUMO level (alpha / beta) (eV) = 2.67 / 2.67
- charge = -1
- 2S+1 = 2
- expectation value of S² = 0.76
- frontier orbital gap (alpha / beta) (eV) = 6.71 / 6.70

Each line ends with the Mulliken spin population.
CARTESIAN COORDINATES (ANGSTROEM)
Ru (-0.819, 0.268, 0.075)  0.89
S (-1.822, -1.935, -0.145)  -0.05
S (-0.641, 2.494, -1.232)  0.06
S (1.068, -2.148, 1.067)  0.01
S (-0.006, -0.490, -2.007)  -0.02
O (-0.092, 3.563, 1.280)  0.00
O (-2.747, 0.875, 0.033)  -0.02
O (-2.860, -0.082, 2.054)  0.01
O (-0.591, 1.446, 1.800)  0.06
N (1.513, 0.804, 0.400)  0.01
C (-1.213, -3.886, 3.924)  0.01
C (-1.544, 2.759, -3.822)  0.00
C (1.179, 2.503, -1.350)  -0.01
C (-2.666, -3.211, 2.130)  0.02
C (-0.317, -2.764, 1.993)  0.02
C (-1.516, 0.992, -5.439)  0.00
C (-2.479, -3.818, 3.358)  0.00
C (2.917, 2.733, 0.400)  0.00
C (-1.594, -2.662, 1.424)  0.01
C (-0.447, 2.682, 2.068)  0.00
C (-0.679, 3.042, 3.533)  0.00
C (-0.990, 1.904, -2.888)  0.00
C (-0.716, 0.561, -3.203)  0.00
C (-1.814, 2.305, -5.109)  0.00
C (1.687, -0.879, 2.196)  0.02
C (1.878, 1.975, -0.129)  0.01
C (2.153, 0.370, 1.491)  0.00
C (-0.974, 0.127, -4.500)  0.00
C (3.212, 1.069, 2.060)  0.00
C (-0.133, -3.364, 3.230)  -0.01
C (-3.325, 0.601, 1.163)  -0.01
C (3.600, 2.276, 1.509)  0.00
H (-2.255, 2.968, -5.841)  0.00
H (2.522, -1.258, 2.787)  0.00
H (-0.775, -0.905, -4.760)  0.00
H (3.699, 0.665, 2.937)  0.00
H (-3.331, -4.225, 3.889)  0.00
H (0.880, -0.602, 2.880)  0.00
H (3.153, 3.687, -0.050)  0.00
H (-1.066, -4.350, 4.891)  0.00
H (1.433, 1.861, -2.196)  0.00
H (1.529, 3.513, -1.550)  0.01
H (-1.726, 0.626, -6.437)  0.00
H (0.247, 3.442, 3.951)  0.00
H (-1.424, 3.835, 3.588)  0.00
H (-4.332, 1.056, 1.242)  0.00
H (-1.759, 3.782, -3.537)  0.00
H (0.867, -3.436, 3.641)  0.00
H (-3.659, -3.115, 1.711)  0.00
H (-1.009, 2.180, 4.106)  0.00
H (4.403, 2.856, 1.944)  0.00

Run 2
C22H19NO4RuS4 as an isolated structure, computed with the ωB97M-V functional and the def2-TZVPD basis.

Properties
- LUMO level (alpha / beta) (eV) = 2.65 / 2.68
- charge = -1
- 2S+1 = 2
- expectation value of S² = 0.76
- frontier orbital gap (alpha / beta) (eV) = 6.97 / 6.98

Each line ends with the Mulliken spin population.
CARTESIAN COORDINATES (ANGSTROEM)
Ru (-0.308, 0.720, 0.236)  1.00
S (-1.791, -0.804, -0.885)  0.00
S (1.763, 0.537, 1.554)  -0.05
S (2.022, 0.258, -1.692)  0.04
S (-0.792, -0.949, 1.965)  -0.01
O (-1.373, 1.979, 2.257)  0.03
O (0.110, 2.688, 0.765)  -0.01
O (-0.567, 1.742, -1.538)  -0.01
O (-2.486, 2.342, -0.559)  0.01
N (1.146, -2.219, -0.006)  0.01
C (-4.357, -0.907, 0.145)  0.00
C (-0.016, -4.242, -0.414)  0.00
C (-2.560, -0.909, 1.721)  0.02
C (-0.586, -2.739, 1.548)  0.00
C (2.897, -1.319, -1.351)  0.00
C (3.782, 2.340, 1.310)  0.00
C (-0.665, 2.856, 1.769)  -0.01
C (-3.448, -0.925, 2.778)  0.00
C (-4.814, -0.940, 2.517)  0.00
C (1.752, -3.539, -1.876)  0.00
C (-2.986, -0.889, 0.386)  -0.01
C (0.203, -3.073, 0.316)  -0.01
C (2.910, 1.474, 0.637)  0.02
C (4.004, 2.122, -1.433)  -0.01
C (3.055, 1.363, -0.756)  -0.01
C (-5.255, -0.938, 1.203)  0.00
C (-1.689, 2.393, -1.495)  -0.01
C (4.851, 2.979, -0.749)  0.00
C (-1.986, 3.215, -2.734)  0.00
C (0.780, -4.467, -1.523)  0.00
C (1.906, -2.413, -1.078)  0.00
C (4.740, 3.074, 0.632)  0.00
H (5.390, 3.742, 1.185)  0.00
H (-0.099, -3.186, 2.417)  0.00
H (-5.524, -0.937, 3.334)  0.00
H (-4.713, -0.861, -0.876)  0.00
H (-1.591, -3.152, 1.485)  0.00
H (-2.489, 4.137, -2.445)  0.00
H (2.368, -3.682, -2.755)  0.00
H (-1.079, 3.429, -3.296)  0.00
H (-2.667, 2.643, -3.368)  0.00
H (0.630, -5.354, -2.127)  0.00
H (-3.073, -0.913, 3.793)  0.00
H (3.567, -1.570, -2.174)  0.00
H (-0.803, -4.932, -0.140)  0.00
H (-0.651, 3.877, 2.188)  0.00
H (5.583, 3.568, -1.288)  0.00
H (-6.319, -0.937, 0.994)  0.00
H (3.672, 2.444, 2.381)  0.00
H (3.485, -1.153, -0.448)  0.00
H (4.071, 2.028, -2.510)  0.00

run 1 wins, 0.0147 hartree ahead of the next structure.

Run 1
One molecule with the formula C4H5FO, computed with the ωB97M-V functional and the def2-TZVPD basis.

Properties
- LUMO level (eV) = 0.66
- charge = 0
- SMILES string = O=C1CC[C@H]1F
- frontier orbital gap (eV) = 10.47

Each line ends with the Mulliken charge.
CARTESIAN COORDINATES (ANGSTROEM)
F (-2.054, -1.017, -0.187)  -0.31
O (0.812, -2.153, -0.222)  -0.53
C (-0.913, -0.455, 0.258)  0.27
C (-0.352, 0.884, -0.313)  -0.60
C (1.061, 0.344, 0.003)  -0.38
C (0.423, -1.048, -0.016)  0.29
H (-0.913, -0.397, 1.383)  0.21
H (-0.589, 1.022, -1.397)  0.27
H (1.351, 0.519, 1.031)  0.24
H (1.858, 0.507, -0.732)  0.30
H (-0.682, 1.793, 0.191)  0.26

Run 2
One molecule with the formula C4H5FO, computed with the ωB97M-V functional and the def2-TZVPD basis.

Properties
- LUMO level (eV) = 0.35
- charge = 0
- SMILES string = C=C(F)C(C)=O
- frontier orbital gap (eV) = 10.40

Each line ends with the Mulliken charge.
CARTESIAN COORDINATES (ANGSTROEM)
F (-0.070, 1.965, 1.163)  -0.23
O (0.625, 1.422, -1.475)  -0.52
C (-0.585, -0.639, -1.252)  -0.87
C (0.122, 0.609, -0.739)  0.46
C (0.109, 0.747, 0.780)  0.49
C (0.446, -0.258, 1.644)  -0.80
H (-0.434, -1.502, -0.591)  0.36
H (-0.169, -0.846, -2.273)  0.25
H (0.946, -1.088, 1.251)  0.27
H (-1.580, -0.226, -1.220)  0.28
H (0.589, -0.185, 2.712)  0.31

Run 3
A 2-piece molecular cluster, C4H5FO overall, computed with the ωB97M-V functional and the def2-TZVPD basis.

Properties
- LUMO level (alpha / beta) (eV) = 0.19 / -0.06
- charge = 0
- frontier orbital gap (alpha / beta) (eV) = 8.99 / 7.93

Each line ends with the Mulliken charge.
CARTESIAN COORDINATES (ANGSTROEM)
F (-1.566, -1.105, 0.109)  -0.23
O (1.650, 1.450, 0.143)  -0.33
C (1.292, 0.333, 0.073)  0.51
C (-2.346, 1.112, -0.062)  -0.61
C (1.869, -0.996, -0.006)  -0.91
C (-1.388, 0.233, 0.033)  0.13
H (1.548, -1.579, 0.853)  0.29
H (-3.392, 0.817, -0.085)  0.26
H (1.504, -1.494, -0.903)  0.29
H (-2.135, 2.162, -0.126)  0.25
H (2.964, -0.934, -0.028)  0.36

Run 4
One molecule with the formula C4H5FO, computed with the ωB97M-V functional and the def2-TZVPD basis.

Properties
- LUMO level (eV) = 0.07
- charge = 0
- SMILES string = C=C(F)C(C)=O
- frontier orbital gap (eV) = 10.18

Each line ends with the Mulliken charge.
CARTESIAN COORDINATES (ANGSTROEM)
F (-1.017, -1.436, -0.169)  -0.27
O (0.795, 1.539, -0.181)  -0.53
C (-2.012, 0.733, -0.033)  -0.83
C (-0.901, -0.064, 0.004)  0.49
C (0.572, 0.363, -0.033)  0.60
C (1.681, -0.684, 0.007)  -1.07
H (2.475, -0.028, -0.257)  0.35
H (-2.033, 1.777, 0.193)  0.30
H (-2.965, 0.330, 0.080)  0.34
H (1.846, -1.060, 1.038)  0.28
H (1.559, -1.470, -0.648)  0.34

run 1 wins, 0.0047 hartree ahead of the next structure.

Run 1
One molecule with the formula C3H3NOS2, computed with the ωB97M-V functional and the def2-TZVPD basis.

Properties
- LUMO level (eV) = 0.24
- charge = 0
- SMILES string = S=c1ccon1S
- frontier orbital gap (eV) = 8.66

Each line ends with the Mulliken charge.
CARTESIAN COORDINATES (ANGSTROEM)
S (1.805, -1.800, -0.103)  -0.35
S (-1.621, -1.919, -0.175)  -0.07
O (-1.213, 0.665, -0.111)  -0.30
N (-0.593, -0.607, -0.176)  0.15
C (0.788, -0.513, -0.129)  0.22
C (-0.161, 1.513, -0.059)  -0.11
C (1.052, 0.898, -0.082)  -0.48
H (2.000, 1.380, -0.218)  0.37
H (-1.586, -2.161, 1.149)  0.15
H (-0.470, 2.543, -0.097)  0.42

Run 2
One molecule with the formula C3H3NOS2, computed with the ωB97M-V functional and the def2-TZVPD basis.

Properties
- LUMO level (eV) = -1.59
- charge = 0
- SMILES string = C=NSC(=O)C=S
- frontier orbital gap (eV) = 7.69

Each line ends with the Mulliken charge.
CARTESIAN COORDINATES (ANGSTROEM)
S (-0.633, 2.482, 1.436)  -0.13
S (1.003, -1.166, 0.010)  0.03
O (-1.058, 0.357, -0.746)  -0.51
N (0.645, -2.251, -1.243)  -0.37
C (0.197, 1.147, 1.143)  -0.36
C (-0.142, 0.188, 0.019)  0.76
C (-0.317, -2.131, -2.066)  -0.21
H (1.065, 0.872, 1.801)  0.22
H (-1.033, -1.330, -2.055)  0.30
H (-0.425, -2.923, -2.792)  0.27

run 2 wins, 0.0160 hartree ahead of the next structure.

Run 1
A 3-piece molecular cluster, C7H16N4O overall, computed with the ωB97M-V functional and the def2-TZVPD basis.

Properties
- LUMO level (alpha / beta) (eV) = -8.33 / -7.27
- charge = +2
- frontier orbital gap (alpha / beta) (eV) = 7.73 / 9.80

Each line ends with the Mulliken charge.
CARTESIAN COORDINATES (ANGSTROEM)
O (-1.186, 1.619, 1.967)  -0.65
N (0.826, 0.463, 0.501)  0.43
N (0.396, -0.722, -0.182)  -0.67
N (-1.371, 3.229, 3.689)  -0.36
N (-3.293, -3.160, -1.950)  -0.07
C (-1.590, -1.917, -0.540)  -0.71
C (1.080, 1.741, -0.257)  -1.05
C (2.068, 0.092, 1.266)  -0.84
C (-1.250, 2.429, 2.828)  0.55
C (1.903, -0.717, -2.230)  -0.66
C (-2.544, -2.508, -1.306)  0.32
C (-0.946, -0.576, -0.751)  -0.49
H (2.630, 0.967, 1.419)  0.41
H (0.931, 2.558, 0.388)  0.26
H (-4.099, -3.709, -2.294)  0.35
H (2.712, -1.261, -1.846)  0.33
H (-0.733, -2.631, -0.571)  0.39
H (2.100, 1.602, -0.585)  0.52
H (2.686, -0.649, 0.820)  0.30
H (1.151, -1.185, -2.911)  0.30
H (0.312, 1.626, -1.072)  0.37
H (-1.470, 0.185, -0.226)  0.41
H (-1.856, -2.047, 0.527)  0.43
H (0.000, 0.794, 1.155)  0.54
H (-1.101, 4.209, 3.998)  0.35
H (1.750, -0.372, 2.181)  0.38
H (1.890, 0.331, -2.249)  0.37
H (-0.994, -0.391, -1.769)  0.48

Run 2
A 2-piece molecular cluster, C7H16N4O overall, computed with the ωB97M-V functional and the def2-TZVPD basis.

Properties
- LUMO level (eV) = -7.45
- charge = +2
- frontier orbital gap (eV) = 9.75

Each line ends with the Mulliken charge.
CARTESIAN COORDINATES (ANGSTROEM)
O (0.574, -2.536, 0.908)  -0.55
N (-1.207, -0.312, 0.538)  0.14
N (-0.599, 0.451, -0.814)  0.12
N (0.762, -4.386, 2.284)  -0.22
N (3.645, 1.661, -2.361)  -0.05
C (-1.068, 1.756, -0.891)  -1.23
C (2.916, 1.547, -1.450)  0.10
C (0.744, -3.552, 1.468)  0.34
C (-2.498, -0.816, 0.194)  -0.89
C (-1.124, 0.601, 1.687)  -0.78
C (1.885, 1.257, -0.591)  0.05
C (0.792, 0.239, -1.136)  -0.86
H (-0.657, 2.574, -0.350)  0.49
H (-0.844, 2.043, -2.021)  0.35
H (-2.983, 0.081, 0.048)  0.45
H (1.375, 2.244, -0.483)  0.21
H (-0.190, 0.353, 2.184)  0.34
H (-2.985, -1.406, 1.063)  0.38
H (4.532, 1.685, -2.947)  0.37
H (-0.521, -1.077, 0.524)  0.26
H (-2.105, 1.756, -0.721)  0.35
H (2.356, 0.946, 0.348)  0.38
H (-1.141, 1.601, 1.374)  0.33
H (-1.939, 0.536, 2.329)  0.42
H (-2.502, -1.525, -0.557)  0.34
H (1.164, -5.259, 2.539)  0.30
H (0.604, 0.337, -2.267)  0.44
H (1.013, -0.799, -0.899)  0.42

run 2 wins, 0.0808 hartree ahead of the next structure.